103
Properties=species:S:1:pos:R:3:forces:R:3:lowdin_charge:R:1 method="wB97M-V/def2-TZVPD" charge=-1 homo_ev=-6.0 spin_multiplicity=1 energy_ev=-124241.77760 homo_lumo_gap_ev=8.0
C -0.946 0.194 0.848 -0.035 -0.184 -0.040 -0.041
C -0.342 0.557 -0.527 -0.407 0.203 0.188 -0.738
O 0.742 1.209 -0.570 -0.843 -0.745 -0.158 -0.076
O -1.109 0.232 -1.479 1.086 -0.014 -0.127 -0.123
H -0.306 0.564 1.658 -0.328 -0.101 0.000 0.047
H -1.099 -0.901 0.962 0.169 0.567 -0.181 0.059
H -1.956 0.658 0.852 0.679 -0.200 0.279 0.044
C 0.632 -5.048 3.413 -0.433 0.280 -0.711 -0.137
C -0.148 -3.937 2.630 0.621 -0.235 0.098 -0.125
C 0.850 -3.596 1.545 -0.541 -0.337 -1.945 -0.254
O 2.126 -3.754 2.063 0.452 -0.139 0.549 -0.153
C 2.064 -4.902 2.891 1.682 0.124 0.873 -0.204
H 0.263 -6.051 3.295 -0.245 -0.461 -0.667 0.095
H 0.538 -4.916 4.468 0.204 0.539 0.804 0.088
H -0.287 -3.114 3.308 -0.065 0.592 0.221 0.102
H -1.116 -4.148 2.188 -0.143 -0.466 0.195 0.096
H 0.827 -2.639 1.050 -0.433 0.761 0.345 0.098
H 0.725 -4.271 0.674 -0.101 -0.238 0.341 0.132
H 2.835 -4.673 3.667 -0.696 -0.533 -0.193 0.122
H 2.433 -5.791 2.347 -0.371 0.198 0.007 0.118
C -3.097 3.569 2.706 1.467 -0.904 0.791 -0.142
C -2.255 2.699 3.741 -0.280 1.871 0.196 -0.142
C -0.816 3.090 3.342 -0.313 -0.491 -0.122 -0.217
O -0.848 4.480 3.054 -0.559 -0.429 0.193 -0.160
C -2.168 4.786 2.536 0.566 0.908 -0.829 -0.184
H -4.098 3.844 3.028 0.041 0.012 0.163 0.100
H -3.186 2.941 1.819 0.020 0.432 -0.265 0.073
H -2.409 1.662 3.588 -0.275 -1.082 -0.048 0.069
H -2.503 2.966 4.807 0.376 -0.178 -0.966 0.116
H -0.519 2.526 2.440 -0.182 0.167 0.141 0.102
H -0.060 2.860 4.100 -0.156 0.340 0.049 0.118
H -2.000 5.102 1.453 -0.664 -0.296 1.313 0.129
H -2.512 5.635 3.166 -0.018 -0.323 -0.695 0.115
C -1.245 3.368 -2.036 0.087 0.290 2.437 -0.239
S -2.695 2.680 -1.154 1.088 -0.223 0.155 0.813
O -3.680 3.763 -0.871 -0.127 0.247 -0.347 -0.563
C -3.272 1.751 -2.548 -1.609 0.830 -1.115 -0.269
H -0.682 3.896 -1.235 -0.279 -0.167 -0.559 0.064
H -1.508 4.059 -2.803 -0.424 0.325 -0.751 0.049
H -0.637 2.532 -2.318 0.146 -0.428 -0.241 -0.007
H -3.320 2.451 -3.404 -0.362 -0.143 0.376 0.063
H -4.287 1.391 -2.298 0.487 0.130 -0.197 0.060
H -2.642 0.951 -2.864 0.580 -0.585 0.435 0.018
C 3.558 -2.296 -1.581 0.044 0.440 -0.394 -0.261
S 2.689 -2.830 -3.061 -1.155 1.275 0.576 0.821
O 1.825 -3.937 -2.585 -0.325 -0.883 -0.156 -0.587
C 1.511 -1.379 -3.140 1.558 -0.520 -0.443 -0.224
H 2.863 -2.045 -0.774 -0.002 0.087 -0.305 0.050
H 4.189 -1.453 -1.872 -0.007 0.065 0.378 0.042
H 4.157 -3.139 -1.271 0.268 -0.232 0.025 0.044
H 0.978 -1.331 -2.213 -0.282 0.097 0.549 0.024
H 0.846 -1.493 -3.976 -0.298 -0.402 -0.327 0.035
H 2.078 -0.475 -3.318 0.222 0.282 0.232 0.037
C 5.216 3.107 0.808 0.712 -1.537 0.419 -0.263
S 4.795 2.422 -0.835 0.193 0.383 0.935 0.802
O 4.716 0.947 -0.657 0.287 -0.476 -0.082 -0.574
C 3.122 3.018 -0.787 0.743 0.188 0.587 -0.276
H 4.980 4.139 0.945 -0.116 0.804 -0.312 0.036
H 6.293 2.929 1.013 -0.577 0.165 -0.305 0.055
H 4.646 2.525 1.563 0.287 0.282 -0.626 0.010
H 3.288 4.105 -0.687 -0.802 -0.326 -0.323 0.060
H 2.601 2.557 0.059 0.073 0.285 -0.129 0.049
H 2.683 2.644 -1.690 -0.589 0.324 -0.511 0.020
C 4.359 -0.785 3.839 -1.626 -0.628 0.388 -0.249
S 3.125 0.525 3.364 0.523 -1.491 -0.075 0.845
O 3.891 1.776 3.121 -0.117 -0.001 -0.062 -0.580
C 2.660 -0.280 1.772 1.269 1.989 -0.230 -0.232
H 3.708 -1.660 4.140 0.808 0.713 -0.513 0.057
H 4.910 -0.484 4.714 0.017 0.442 0.392 0.027
H 5.075 -1.051 3.071 -0.197 0.067 -0.448 0.048
H 3.559 -0.329 1.128 -0.288 -0.335 0.436 0.051
H 2.009 0.415 1.243 -0.340 -0.001 0.091 0.020
H 2.172 -1.202 1.969 -0.238 -0.882 0.245 0.014
C -1.650 -2.699 -3.265 0.189 -0.994 0.692 -0.267
S -3.272 -2.974 -2.497 0.097 -0.307 0.828 0.793
O -4.244 -3.266 -3.591 0.192 -0.051 -0.143 -0.583
C -2.922 -4.618 -1.702 1.344 1.357 -0.002 -0.236
H -1.703 -1.757 -3.763 -0.215 0.596 -0.523 0.030
H -1.465 -3.538 -3.942 0.016 0.232 -0.047 0.061
H -0.826 -2.610 -2.538 -0.604 -0.254 -0.008 0.038
H -2.184 -4.461 -0.862 -0.625 -0.211 -1.012 0.062
H -2.534 -5.226 -2.525 -0.028 -0.206 0.381 0.044
H -3.838 -4.992 -1.287 -0.479 -0.105 -0.013 0.030
C -4.715 -1.795 3.872 -0.243 0.269 -1.710 -0.225
S -3.811 -1.496 2.279 -0.440 0.154 0.447 0.799
O -3.559 -2.880 1.814 0.599 -0.614 -0.123 -0.569
C -5.155 -0.980 1.187 -1.131 -1.894 0.858 -0.239
H -5.029 -0.916 4.399 0.050 0.598 0.209 0.039
H -4.038 -2.400 4.434 0.392 -0.344 0.413 0.032
H -5.577 -2.360 3.548 -0.277 -0.363 0.189 0.042
H -4.740 -0.693 0.260 0.600 0.807 -0.855 0.024
H -5.841 -0.292 1.644 -0.040 0.761 0.064 0.045
H -5.743 -1.909 0.951 0.592 0.579 0.464 0.076
C 0.756 2.336 -4.489 1.621 1.059 -0.280 -0.263
S 0.706 2.422 -6.281 1.958 -0.993 0.339 0.805
O -0.181 3.534 -6.579 -1.382 1.415 -0.624 -0.551
C 2.399 3.113 -6.575 -1.320 -0.595 -0.105 -0.233
H 0.760 3.348 -4.071 -0.092 -0.028 -0.325 0.065
H 1.653 1.845 -4.114 -0.092 -0.361 -0.100 0.049
H -0.119 1.847 -4.194 -1.206 -0.913 0.547 0.014
H 2.408 4.052 -6.086 0.052 1.021 0.552 0.035
H 2.489 3.259 -7.635 -0.052 0.034 -0.529 0.035
H 3.186 2.491 -6.230 0.614 -0.737 0.413 0.034